Record 1
132
Properties=species:S:1:pos:R:3 method="wB97M-V/def2-TZVPD" max_force_ha_per_bohr=0.06988 de_lowest_kcal_mol=23.43 smiles="COC(=O)OC.COC(=O)OC.COC(=O)OC.COC(=O)OC.COC(=O)OC.COC(=O)OC.CC(C)=O.CC(C)=O.CC(C)=O.CC(C)=O.CC(C)=O.CC(C)=O" lumo_energy_ha=0.0171 gap_ev=9.46 total_energy_ev=-87637.2735
C 1.26 0.97 0.87
O 0.57 0.49 -0.30
C -0.49 -0.30 -0.25
O -1.00 -0.66 0.81
O -0.86 -0.66 -1.50
C -1.96 -1.51 -1.67
H 1.96 1.73 0.53
H 1.77 0.09 1.26
H 0.60 1.33 1.65
H -1.82 -2.46 -1.16
H -2.02 -1.68 -2.74
H -2.88 -1.00 -1.36
C -4.87 3.35 -4.18
O -3.98 2.67 -3.29
C -3.52 3.33 -2.25
O -3.98 4.38 -1.83
O -2.51 2.63 -1.73
C -1.90 3.18 -0.56
H -5.73 3.82 -3.71
H -5.17 2.70 -5.00
H -4.37 4.19 -4.66
H -1.16 3.93 -0.86
H -1.38 2.42 0.02
H -2.62 3.71 0.06
C 5.59 -4.49 0.74
O 4.30 -4.54 0.13
C 3.58 -3.48 0.00
O 3.77 -2.39 0.54
O 2.56 -3.75 -0.81
C 1.57 -2.74 -0.86
H 6.35 -4.33 -0.03
H 5.70 -5.42 1.29
H 5.70 -3.62 1.38
H 0.74 -3.09 -1.47
H 1.95 -1.82 -1.31
H 1.14 -2.51 0.11
C -5.70 0.10 -1.45
O -7.04 0.11 -1.95
C -7.72 1.28 -2.06
O -7.38 2.40 -1.72
O -8.81 0.99 -2.73
C -9.96 1.87 -2.61
H -4.96 0.72 -1.95
H -5.37 -0.94 -1.48
H -5.74 0.49 -0.43
H -10.11 2.19 -3.64
H -9.78 2.86 -2.19
H -10.82 1.34 -2.22
C 2.19 -3.52 7.84
O 1.63 -3.69 6.57
C 1.82 -2.76 5.63
O 2.45 -1.73 5.75
O 1.24 -3.22 4.52
C 1.58 -2.73 3.20
H 2.36 -4.52 8.24
H 1.47 -3.02 8.49
H 3.15 -3.00 7.80
H 2.58 -2.32 3.26
H 0.90 -1.99 2.80
H 1.60 -3.57 2.50
C -4.46 -3.27 0.48
O -4.34 -3.54 -0.92
C -5.31 -4.15 -1.62
O -6.36 -4.51 -1.07
O -4.87 -4.35 -2.85
C -5.71 -5.15 -3.68
H -5.00 -2.34 0.68
H -3.47 -3.19 0.92
H -4.99 -4.08 0.99
H -5.17 -5.29 -4.61
H -6.71 -4.73 -3.79
H -5.94 -6.15 -3.32
C -2.02 -5.59 1.64
C -1.59 -5.47 0.19
C -2.38 -6.30 -0.80
O -0.78 -4.64 -0.17
H -1.49 -6.42 2.12
H -3.10 -5.68 1.74
H -1.80 -4.66 2.17
H -3.43 -6.05 -0.74
H -2.02 -7.33 -0.73
H -2.00 -6.05 -1.80
C 2.96 1.35 3.76
C 4.24 0.83 4.29
C 4.91 -0.25 3.49
O 4.82 1.33 5.25
H 2.12 0.69 3.94
H 2.99 1.49 2.68
H 2.85 2.33 4.23
H 4.11 -0.85 3.05
H 5.49 -0.95 4.08
H 5.61 0.09 2.72
C 1.76 4.31 2.71
C 1.50 5.81 2.83
C 0.10 6.27 2.67
O 2.43 6.53 3.09
H 1.66 3.90 3.71
H 2.75 4.14 2.30
H 1.08 3.88 1.98
H -0.60 5.44 2.81
H -0.10 6.65 1.67
H -0.03 7.05 3.42
C 4.82 3.08 -0.94
C 5.41 3.01 0.46
C 6.90 3.12 0.61
O 4.68 2.69 1.38
H 3.76 2.84 -0.87
H 5.32 2.28 -1.49
H 4.94 4.01 -1.49
H 7.17 2.69 1.58
H 7.38 4.10 0.59
H 7.32 2.59 -0.24
C 4.53 -0.75 -4.23
C 3.10 -0.58 -3.71
C 3.01 0.54 -2.70
O 2.14 -1.18 -4.11
H 4.48 -1.53 -4.99
H 5.25 -1.00 -3.44
H 4.96 0.18 -4.61
H 3.41 1.51 -2.95
H 3.47 0.31 -1.74
H 1.93 0.69 -2.62
C 1.68 4.75 -1.20
C 1.54 4.40 -2.66
C 0.58 5.21 -3.45
O 2.09 3.43 -3.17
H 2.51 4.24 -0.73
H 0.79 4.67 -0.56
H 1.82 5.84 -1.12
H 0.82 6.26 -3.57
H -0.44 4.97 -3.13
H 0.45 4.73 -4.43

Record 2
136
Properties=species:S:1:pos:R:3 method="wB97M-V/def2-TZVPD" max_force_ha_per_bohr=0.13350 smiles="COC(=O)OC.COC(=O)OC.COC(=O)OC.COC(=O)OC.COC(=O)OC.COC(=O)OC.COC(=O)OC.COC(=O)OC.CC(C)=O.CC(C)=O.CC(C)=O.CC(C)=O" lumo_energy_ha=-0.0049 gap_ev=9.45 total_energy_ev=-95823.1240
C -4.96 -8.38 -2.70
O -3.95 -9.12 -1.97
C -2.93 -8.37 -1.42
O -2.71 -7.16 -1.57
O -2.07 -9.24 -0.86
C -0.93 -8.80 -0.19
H -5.77 -9.02 -3.05
H -4.57 -8.00 -3.64
H -5.40 -7.67 -2.01
H -1.28 -8.96 0.82
H -0.64 -7.76 -0.36
H -0.06 -9.36 -0.52
C 4.86 -0.77 -3.69
O 4.97 -1.65 -4.77
C 4.35 -2.89 -4.69
O 3.67 -3.30 -3.73
O 4.48 -3.49 -5.87
C 3.88 -4.72 -6.06
H 5.51 0.09 -3.85
H 4.91 -1.27 -2.72
H 3.92 -0.23 -3.79
H 3.06 -5.00 -5.40
H 4.64 -5.50 -6.06
H 3.31 -4.85 -6.98
C -0.07 11.53 1.35
O 0.14 10.21 1.88
C 0.93 9.25 1.28
O 1.65 9.47 0.32
O 0.85 8.10 1.93
C 1.36 6.90 1.36
H -0.92 11.61 0.68
H 0.83 11.99 0.93
H -0.37 12.08 2.24
H 0.60 6.38 0.77
H 1.67 6.18 2.12
H 2.22 7.20 0.77
C -4.50 -1.19 -3.36
O -4.37 -0.49 -4.62
C -4.48 0.87 -4.76
O -5.07 1.67 -4.01
O -3.97 1.20 -6.03
C -3.89 2.48 -6.47
H -4.35 -0.54 -2.50
H -3.73 -1.96 -3.37
H -5.45 -1.70 -3.22
H -3.16 3.01 -5.86
H -4.87 2.94 -6.39
H -3.70 2.50 -7.54
C 4.02 4.31 6.15
O 2.79 3.65 6.29
C 2.28 3.40 7.47
O 2.82 3.61 8.57
O 1.12 2.87 7.30
C 0.15 2.66 8.29
H 3.94 5.09 5.39
H 4.83 3.65 5.84
H 4.29 4.77 7.10
H -0.30 3.65 8.40
H 0.54 2.33 9.26
H -0.58 2.08 7.74
C 4.36 7.11 -4.45
O 3.07 6.65 -4.49
C 2.69 5.46 -4.02
O 3.44 4.64 -3.43
O 1.40 5.29 -4.28
C 0.86 4.09 -3.84
H 5.10 6.41 -4.83
H 4.78 7.50 -3.53
H 4.53 7.75 -5.32
H 1.49 3.32 -4.29
H -0.17 4.07 -4.18
H 0.90 4.04 -2.76
C -7.49 0.11 2.16
O -6.25 0.25 2.81
C -5.28 1.06 2.21
O -5.33 1.53 1.10
O -4.35 1.36 3.18
C -3.29 2.28 2.90
H -7.33 -0.63 1.38
H -7.83 1.08 1.79
H -8.26 -0.15 2.90
H -2.99 2.18 1.86
H -2.49 2.21 3.63
H -3.70 3.28 3.03
C -6.56 -6.43 -7.85
O -5.61 -5.43 -7.81
C -4.33 -5.80 -7.63
O -3.89 -6.91 -7.90
O -3.66 -4.74 -7.05
C -2.28 -4.94 -6.54
H -6.49 -7.17 -8.65
H -7.56 -6.01 -7.83
H -6.46 -7.14 -7.04
H -1.54 -4.61 -7.28
H -2.11 -5.93 -6.12
H -2.14 -4.42 -5.60
C 7.01 3.04 0.55
C 7.92 4.26 0.44
C 7.35 5.60 0.63
O 9.11 4.07 0.19
H 7.13 2.47 1.48
H 7.35 2.29 -0.16
H 5.97 3.35 0.56
H 8.16 6.32 0.78
H 6.62 5.83 1.40
H 6.93 5.86 -0.35
C 3.60 -3.37 5.37
C 4.05 -2.11 6.08
C 3.65 -1.96 7.54
O 4.81 -1.24 5.43
H 4.10 -4.28 5.70
H 3.82 -3.26 4.30
H 2.57 -3.63 5.58
H 4.05 -1.05 7.98
H 3.93 -2.80 8.17
H 2.60 -1.81 7.77
C 0.83 -2.12 0.38
C 0.61 -1.30 1.64
C 1.46 -0.03 1.71
O -0.23 -1.57 2.48
H 0.31 -1.85 -0.54
H 0.47 -3.13 0.55
H 1.87 -2.30 0.13
H 1.13 0.63 2.51
H 1.37 0.42 0.72
H 2.50 -0.36 1.77
C -3.71 -3.12 5.92
C -3.09 -4.49 6.08
C -3.72 -5.54 5.25
O -2.09 -4.58 6.78
H -3.70 -2.86 4.86
H -3.29 -2.42 6.64
H -4.78 -3.17 6.16
H -4.77 -5.76 5.41
H -3.20 -6.48 5.43
H -3.51 -5.22 4.23